# C27H50OP2Ru

A structure of composition C27H50OP2Ru in a non-equilibrium geometry (ωB97M-V/def2-TZVPD, OMol25).

CARTESIAN COORDINATES (ANGSTROEM)
Ru  3.3942  -1.0005  -0.0346
P  5.1462  -2.1111  -0.2704
P  4.2775  -1.5027  -3.5971
O  -1.5242  2.9453  -1.1672
C  -0.0518  -0.5194  0.6444
C  -1.5102  3.9853  -2.1659
C  -2.1765  3.5247  -3.4420
C  1.4061  -1.9793  -3.4658
C  -1.0533  -1.5454  -2.9723
C  -0.4619  0.8681  -2.6249
C  -1.4933  -0.1248  0.5269
C  6.2514  -1.5377  1.0851
C  2.0081  0.5565  -3.4071
C  3.0986  -0.0457  2.5039
C  0.7212  1.8062  1.3976
C  5.0312  -3.9539  -0.1620
C  0.4689  -1.8060  0.5001
C  0.0545  -1.9110  -4.0183
C  -2.1206  5.2203  -1.5312
C  6.3604  -1.9206  -1.7033
C  0.9382  0.3712  1.0842
C  1.8686  -1.8214  1.0061
C  5.0731  -0.1430  -4.5658
C  2.1085  -0.3724  1.4441
C  0.9442  1.1458  -2.4685
C  2.2581  -0.9165  -3.0824
C  5.8062  -2.4101  -3.0421
C  3.9304  -2.5840  -5.0554
C  2.2985  -2.9605  1.8719
C  -1.3550  -0.0622  -2.9313
C  -0.3493  -3.0299  0.2951
H  6.5835  -2.2647  -3.8093
H  7.2458  -1.9909  1.0647
H  2.4968  -0.9722  -1.9122
H  0.2823  2.3371  0.5437
H  -1.2760  2.1048  -1.6575
H  -2.1286  4.3079  -4.2026
H  4.4836  -2.2349  -5.9371
H  0.0293  1.9238  2.2433
H  -3.2289  3.2862  -3.2474
H  1.7738  -3.8762  1.5593
H  1.2382  0.9472  -1.4164
H  3.3819  -3.1300  1.7927
H  1.7357  0.6956  -4.4652
H  2.8599  -2.5737  -5.2847
H  5.7577  -1.7398  2.0429
H  -3.0948  4.9728  -1.1059
H  5.5269  -0.5610  -5.4763
H  -1.6768  2.6236  -3.8155
H  -1.3082  -2.7884  -0.1786
H  5.8652  0.3366  -3.9778
H  2.8604  -0.5487  3.4572
H  6.3452  -0.4536  0.9489
H  -1.9562  -2.1197  -3.2342
H  -2.1072  -0.9004  0.0725
H  -0.5912  -3.5080  1.2582
H  -2.2429  6.0269  -2.2612
H  6.5963  -0.8420  -1.7329
H  3.1287  1.0406  2.6702
H  4.3336  0.6067  -4.8608
H  4.6798  -4.2494  0.8357
H  0.9927  2.2445  -2.5578
H  -0.7373  -1.8931  -1.9697
H  -0.4535  4.2079  -2.3862
H  4.2900  -4.2812  -0.9095
H  -0.1615  -2.9397  -4.3743
H  2.0222  -2.7546  2.9229
H  1.6747  -2.9481  -3.0204
H  -2.4126  0.1975  -3.0639
H  5.9806  -4.4715  -0.3739
H  1.6790  2.2652  1.6587
H  2.9371  1.1480  -3.2947
H  4.2358  -3.6138  -4.8380
H  -1.4721  5.5860  -0.7330
H  -1.6006  0.7952  -0.0558
H  -1.9069  0.0865  1.5250
H  4.0893  -0.3841  2.1317
H  0.1694  -3.7598  -0.3367
H  5.5678  -3.4863  -3.0327
H  7.3112  -2.4313  -1.4599
H  0.0108  -1.2618  -4.9069

Total charge: +1
Strongest force on any atom, Eh/bohr: 0.0756
HOMO energy (alpha / beta), eV: -8.953 / -9.459
Multiplicity: 6

Population analysis type Löwdin, resulting atomic charges in e: number 1, Ru, carries 0.8036; number 2, P, carries 0.6042; number 3, P, carries 1.0241; number 4, O, carries -0.0989; number 5, C, carries -0.2262; number 6, C, carries -0.4998; number 7, C, carries -0.0499; number 8, C, carries -0.1242; number 9, C, carries -0.1399; number 10, C, carries -0.0382; number 11, C, carries -0.0161; number 12, C, carries -0.2627; number 13, C, carries -0.1816; number 14, C, carries -0.0566; number 15, C, carries -0.0159; number 16, C, carries -0.2461; number 17, C, carries -0.2064; number 18, C, carries -0.1747; number 19, C, carries -0.0505; number 20, C, carries -0.4109; number 21, C, carries -0.2171; number 22, C, carries -0.4156; number 23, C, carries -0.2039; number 24, C, carries -0.4262; number 25, C, carries -0.1753; number 26, C, carries -0.3238; number 27, C, carries -0.3728; number 28, C, carries -0.2028; number 29, C, carries -0.0699; number 30, C, carries -0.0860; number 31, C, carries -0.0594; number 32, H, carries 0.1041; number 33, H, carries 0.0507; number 34, H, carries 0.0346; number 35, H, carries 0.0717; number 36, H, carries 0.0104; number 37, H, carries 0.0874; number 38, H, carries 0.0552; number 39, H, carries 0.1063; number 40, H, carries 0.0952; number 41, H, carries 0.0820; number 42, H, carries 0.1090; number 43, H, carries 0.0319; number 44, H, carries 0.1309; number 45, H, carries 0.0403; number 46, H, carries 0.0361; number 47, H, carries 0.0868; number 48, H, carries 0.0556; number 49, H, carries 0.0561; number 50, H, carries 0.0630; number 51, H, carries 0.0564; number 52, H, carries 0.1012; number 53, H, carries 0.0429; number 54, H, carries 0.1211; number 55, H, carries 0.0710; number 56, H, carries 0.1001; number 57, H, carries 0.0843; number 58, H, carries 0.0760; number 59, H, carries 0.0843; number 60, H, carries 0.0413; number 61, H, carries 0.0307; number 62, H, carries 0.1280; number 63, H, carries 0.0852; number 64, H, carries 0.1262; number 65, H, carries 0.0395; number 66, H, carries 0.1230; number 67, H, carries 0.0997; number 68, H, carries 0.1268; number 69, H, carries 0.1220; number 70, H, carries 0.0541; number 71, H, carries 0.0767; number 72, H, carries 0.1070; number 73, H, carries 0.0556; number 74, H, carries 0.0803; number 75, H, carries 0.0564; number 76, H, carries 0.1006; number 77, H, carries 0.0355; number 78, H, carries 0.0838; number 79, H, carries 0.0797; number 80, H, carries 0.0929; number 81, H, carries 0.1302


# C27H51BrN6O9S

A cluster of 6 separate species, C27H51BrN6O9S in total in a non-equilibrium geometry (ωB97M-V/def2-TZVPD, OMol25).

CARTESIAN COORDINATES (ANGSTROEM)
Br  -1.0344  2.9178  1.0739
S  -1.2568  5.1584  2.2660
O  5.4253  -4.8411  2.4966
O  5.6645  -5.4198  -3.2342
O  -2.6693  4.1597  -4.0576
O  1.8930  -0.1664  2.5128
O  0.0704  5.5077  1.1980
O  -2.7053  5.8597  1.7032
O  -1.7747  -1.0826  -1.4086
O  -5.9192  4.6234  1.0693
O  -0.8061  5.7868  3.6361
N  5.8742  -3.4063  0.8282
N  3.9577  -6.8748  -3.3494
N  2.2117  -0.9375  4.5978
N  -1.3258  0.3522  -3.0769
N  -4.7455  4.1214  -4.9129
N  -6.2738  2.6188  2.5201
C  -5.5724  3.9555  2.1991
C  5.4314  -4.6118  1.2892
C  1.8989  3.6445  1.4943
C  4.0544  -1.0871  2.9779
C  0.5137  4.1523  0.7795
C  3.2636  -8.0699  -3.7654
C  -2.2373  -1.8640  -3.6248
C  -5.0948  1.6235  2.5514
C  -4.5019  1.1340  1.1032
C  -6.1883  4.1426  -4.8857
C  -4.4637  4.3047  -2.4779
C  -3.8817  4.1909  -3.8589
C  -3.7326  5.9468  2.7535
C  -3.1848  0.1221  3.9526
C  5.2204  -6.4760  -3.6788
C  2.9389  -1.5415  5.6884
C  -2.5404  -0.4020  2.5158
C  6.0247  -7.3632  -4.5868
C  4.9627  -5.6224  0.2804
C  2.6469  -0.6933  3.3279
C  -1.7686  -0.8533  -2.6160
C  5.9581  -2.9511  -0.5388
C  -4.4913  1.1608  4.0343
C  1.7065  2.9488  2.9664
C  -3.2176  0.1149  1.1076
C  -1.2419  0.8073  -4.4440
C  -4.3972  4.5153  3.1976
H  5.5191  -7.4682  -5.5498
H  6.1675  -8.3418  -4.1220
H  -2.5596  -2.7734  -3.1091
H  7.0078  -6.9152  -4.7592
H  -4.2807  4.0463  -5.8114
H  4.7619  -0.5454  3.6104
H  -3.3293  6.4627  3.7315
H  -1.5876  0.0559  -5.1547
H  2.7904  2.6652  3.3768
H  2.6169  4.5636  1.6005
H  2.3702  2.8098  0.7889
H  -1.8533  1.7075  -4.5395
H  -6.5734  2.6940  3.5389
H  -1.6000  -1.1063  2.4882
H  -4.9171  4.6959  4.2569
H  5.6124  -3.7025  -1.2496
H  1.2539  -0.6453  4.7595
H  -2.6821  -0.2222  4.9566
H  2.9959  -8.6354  -2.8700
H  -4.9461  1.5566  5.0483
H  0.7208  4.1748  -0.3848
H  1.0909  1.9338  2.9173
H  4.6404  -6.5318  0.7961
H  -4.5881  6.6709  2.3434
H  7.0007  -2.7026  -0.7498
H  4.1138  -5.2239  -0.2806
H  -5.0565  5.2190  -2.3969
H  -1.4195  -2.1221  -4.3021
H  -3.0862  -1.4654  -4.1857
H  -4.9479  1.5177  0.0831
H  4.2572  -0.8309  1.9338
H  6.1735  -2.7773  1.5656
H  1.2425  3.7086  3.7278
H  3.4771  -6.2267  -2.7346
H  -0.1993  1.0558  -4.6550
H  -5.0803  3.4294  -2.2595
H  -3.5201  3.7648  3.4005
H  5.7805  -5.8805  -0.3970
H  2.3525  -7.7683  -4.2870
H  -1.0265  0.9811  -2.3395
H  5.3467  -2.0509  -0.6344
H  -3.6548  4.3504  -1.7427
H  3.9561  -1.8175  5.4081
H  -6.5260  4.9950  -5.4796
H  3.8688  -8.6951  -4.4228
H  -6.5495  3.2188  -5.3432
H  2.3941  -2.4334  6.0062
H  2.9700  -0.8254  6.5128
H  -6.5842  4.2256  -3.8729
H  -2.7868  -0.2366  0.0778
H  4.1815  -2.1656  3.1001

Strongest force on any atom, Eh/bohr: 0.1720
HOMO energy, eV: -8.086

Population analysis type Löwdin, resulting atomic charges in e: number 1, Br, carries 0.6934; number 2, S, carries 0.8427; number 3, O, carries 0.0092; number 4, O, carries 0.0124; number 5, O, carries 0.0081; number 6, O, carries -0.0001; number 7, O, carries -0.3608; number 8, O, carries -0.3791; number 9, O, carries -0.0078; number 10, O, carries -0.0385; number 11, O, carries -0.4474; number 12, N, carries -0.0018; number 13, N, carries 0.0018; number 14, N, carries 0.0043; number 15, N, carries 0.0164; number 16, N, carries -0.0036; number 17, N, carries 0.0058; number 18, C, carries -0.2532; number 19, C, carries -0.5485; number 20, C, carries -0.2272; number 21, C, carries -0.0109; number 22, C, carries -0.6474; number 23, C, carries -0.0803; number 24, C, carries -0.0123; number 25, C, carries -0.1910; number 26, C, carries -0.0033; number 27, C, carries -0.0831; number 28, C, carries -0.0064; number 29, C, carries -0.5454; number 30, C, carries -0.2351; number 31, C, carries -0.0603; number 32, C, carries -0.5426; number 33, C, carries -0.0791; number 34, C, carries -0.0544; number 35, C, carries -0.0119; number 36, C, carries -0.0142; number 37, C, carries -0.5387; number 38, C, carries -0.5296; number 39, C, carries -0.0717; number 40, C, carries -0.0261; number 41, C, carries -0.1578; number 42, C, carries -0.0626; number 43, C, carries -0.0718; number 44, C, carries -0.0914; number 45, H, carries 0.0863; number 46, H, carries 0.0867; number 47, H, carries 0.0861; number 48, H, carries 0.0876; number 49, H, carries 0.1416; number 50, H, carries 0.0890; number 51, H, carries 0.1276; number 52, H, carries 0.0757; number 53, H, carries 0.0889; number 54, H, carries 0.1245; number 55, H, carries 0.1288; number 56, H, carries 0.0675; number 57, H, carries 0.1093; number 58, H, carries 0.0896; number 59, H, carries 0.1428; number 60, H, carries 0.0587; number 61, H, carries 0.1418; number 62, H, carries 0.0714; number 63, H, carries 0.0849; number 64, H, carries 0.0886; number 65, H, carries 0.1265; number 66, H, carries 0.0517; number 67, H, carries 0.0862; number 68, H, carries 0.1517; number 69, H, carries 0.0861; number 70, H, carries 0.0815; number 71, H, carries 0.0910; number 72, H, carries 0.0849; number 73, H, carries 0.0857; number 74, H, carries 0.0985; number 75, H, carries 0.0805; number 76, H, carries 0.1308; number 77, H, carries 0.0772; number 78, H, carries 0.1379; number 79, H, carries 0.0872; number 80, H, carries 0.0819; number 81, H, carries 0.1124; number 82, H, carries 0.0820; number 83, H, carries 0.0845; number 84, H, carries 0.1422; number 85, H, carries 0.0808; number 86, H, carries 0.0852; number 87, H, carries 0.0793; number 88, H, carries 0.0831; number 89, H, carries 0.0766; number 90, H, carries 0.0820; number 91, H, carries 0.0846; number 92, H, carries 0.0831; number 93, H, carries 0.0785; number 94, H, carries 0.0538; number 95, H, carries 0.0762


> Which formula does entry 2 have?

C27H51BrN6O9S